1.
{
  "formula": "C15H17AuBN4O2S6Sb",
  "method": "the ωB97M-V functional and the def2-TZVPD basis",
  "e_homo_ev": -1.71,
  "de_lowest_ev": 0.000,
  "total_charge": -2,
  "mol_weight_g_mol": 807.27,
  "species": ["Au", "S", "Sb", "S", "S", "S", "C", "N", "C", "C", "N", "B", "N", "C", "C", "N", "C", "C", "S", "C", "S", "H", "H", "H", "H", "H", "H", "H", "H", "H", "H", "H", "H", "O", "C", "O", "C", "C", "C", "C", "C", "C", "H", "H", "H", "H", "H"],
  "positions_angstrom": [[0.502, 0.764, 0.370], [2.964, -1.688, 4.173], [2.879, 0.078, 2.754], [0.706, 1.111, 2.672], [2.315, -0.642, 0.511], [4.600, 1.551, 2.720], [-0.525, -2.904, 2.530], [0.019, -3.249, 1.239], [1.142, -4.014, 1.008], [1.313, -4.045, -0.328], [0.313, -3.295, -0.921], [0.306, -2.950, -2.424], [1.493, -1.897, -2.672], [2.760, -2.310, -3.000], [3.593, -1.243, -2.968], [2.821, -0.164, -2.622], [3.320, 1.156, -2.282], [1.540, -0.575, -2.447], [0.275, 0.527, -2.020], [-0.508, -2.822, 0.056], [-1.891, -1.864, -0.060], [0.038, -3.438, 3.293], [-1.582, -3.167, 2.563], [-0.429, -1.834, 2.703], [1.744, -4.393, 1.814], [2.093, -4.500, -0.913], [-0.736, -2.480, -2.770], [0.653, -3.932, -3.060], [2.961, -3.342, -3.225], [4.652, -1.158, -3.127], [4.385, 1.181, -2.502], [3.165, 1.337, -1.218], [2.796, 1.915, -2.859], [-2.624, 1.483, 1.282], [-2.080, 2.330, 0.599], [-0.878, 2.324, 0.132], [-2.848, 3.590, 0.216], [-2.251, 4.624, -0.496], [-2.980, 5.759, -0.825], [-4.312, 5.867, -0.447], [-4.911, 4.835, 0.264], [-4.180, 3.703, 0.595], [-1.214, 4.518, -0.783], [-2.507, 6.562, -1.379], [-4.881, 6.753, -0.706], [-5.951, 4.915, 0.561], [-4.616, 2.884, 1.151]],
  "forces_ev_per_a": [[0.0, 0.2, 0.0], [0.0, 0.0, 0.0], [0.0, -0.1, 0.0], [0.0, 0.0, -0.1], [-0.1, -0.1, 0.1], [0.0, 0.0, 0.0], [0.0, 0.0, 0.1], [-0.1, -0.2, -0.1], [0.0, 0.1, 0.0], [0.0, 0.1, 0.0], [0.0, -0.1, -0.1], [0.0, 0.1, 0.0], [0.1, 0.1, 0.0], [0.0, 0.0, 0.0], [0.0, 0.0, 0.0], [0.0, 0.0, 0.0], [0.0, 0.1, -0.1], [0.2, 0.0, 0.2], [-0.1, -0.1, 0.1], [0.1, 0.3, 0.0], [0.0, -0.1, 0.0], [0.0, 0.0, 0.0], [0.0, 0.0, 0.0], [0.0, 0.1, 0.0], [0.0, 0.0, 0.0], [0.0, 0.0, 0.0], [0.0, 0.0, 0.0], [0.0, 0.0, 0.0], [0.0, 0.0, 0.0], [0.0, 0.0, 0.0], [0.0, 0.0, 0.0], [0.0, 0.0, 0.0], [0.0, 0.0, 0.0], [0.0, 0.0, 0.0], [-0.1, 0.0, 0.1], [0.1, -0.1, -0.1], [0.0, 0.0, 0.0], [0.0, 0.0, 0.0], [0.0, 0.0, 0.0], [0.0, 0.0, 0.0], [0.0, 0.0, 0.0], [0.0, 0.0, 0.0], [0.0, 0.0, 0.0], [0.0, 0.0, 0.0], [0.0, 0.0, 0.0], [0.0, 0.0, 0.0], [0.0, 0.0, 0.0]]
}

=====

2.
{
  "formula": "C5H6O2",
  "method": "the ωB97M-V functional and the def2-TZVPD basis",
  "e_homo_ev": -9.73,
  "de_lowest_ev": 5.187,
  "mol_weight_g_mol": 98.10,
  "species": ["O", "C", "C", "C", "C", "C", "O", "H", "H", "H", "H", "H", "H"],
  "positions_angstrom": [[-0.495, 2.583, -0.092], [-0.526, 1.557, 0.539], [-0.165, 0.215, 0.018], [1.136, -0.502, -0.661], [0.006, -0.122, -1.430], [-0.276, -0.900, 0.985], [0.327, -1.894, 0.211], [-0.884, 1.546, 1.605], [2.109, -0.741, -0.372], [0.430, -0.530, 1.739], [-0.342, -1.097, -1.696], [-0.080, 0.717, -2.101], [-1.222, -1.058, 1.525]],
  "forces_ev_per_a": [[-0.1, 0.0, 0.0], [0.7, 0.3, -0.4], [1.0, 0.3, 0.0], [-3.1, -1.3, 3.6], [-0.9, -0.7, -0.8], [0.1, 0.6, 0.7], [1.7, 1.4, -1.4], [0.2, 0.0, -0.5], [1.6, 0.5, -0.2], [-0.1, -0.5, 0.7], [-1.4, 0.0, -1.0], [0.4, 0.1, -0.2], [-0.1, -0.7, -0.7]]
}

=====

3.
{
  "formula": "C2H3BrN2O",
  "method": "the ωB97M-V functional and the def2-TZVPD basis",
  "e_homo_ev": [-6.79, -8.68],
  "de_lowest_ev": 1.586,
  "mol_weight_g_mol": 150.96,
  "multiplicity": 3,
  "s2": 2.056,
  "species": ["C", "C", "N", "N", "O", "Br", "H", "H", "H"],
  "positions_angstrom": [[0.934, 0.768, 1.171], [0.141, -0.826, -0.139], [-1.035, 0.661, -1.537], [-1.037, -0.299, -0.739], [0.818, 1.875, 0.790], [-0.219, -2.120, 1.110], [1.388, 0.167, 2.017], [0.981, -1.015, -0.666], [-1.972, 0.789, -2.009]],
  "forces_ev_per_a": [[-0.8, -1.2, -2.4], [-4.0, 3.3, 1.4], [-1.9, 1.2, -1.1], [2.9, -1.6, 1.8], [0.4, -0.9, 1.3], [-0.2, -1.1, 1.0], [-0.2, 1.0, -0.1], [2.4, -0.5, -2.1], [1.5, -0.2, 0.2]]
}